[1]
# C31H49BrO2P2W

A structure of composition C31H49BrO2P2W in a non-equilibrium geometry (wB97M-V/def2-TZVPD, the Open Molecules 2025 dataset).

Properties
HOMO-LUMO gap (spin up / spin down): 5.471 / 5.235 eV
Expectation value of S²: 2.266
Spin multiplicity: 3
Charge: +2
E_LUMO (spin up / spin down): -7.89 / -8.12 eV

The geometry in XYZ format:
```
86
Properties=species:S:1:pos:R:3:forces:R:3:mulliken_spin:R:1
H 4.65226 -1.09139 -4.06720 0.050 0.103 -0.203 0.000
O 2.40466 -2.80352 5.37205 0.569 -0.411 0.264 0.723
H -2.56899 0.52124 0.16714 0.131 -0.006 0.023 -0.035
H -0.04755 -3.36690 6.99870 0.067 0.291 0.237 -0.001
H 3.79970 2.66511 -5.15303 -0.221 -0.107 0.016 0.000
C -0.71342 -1.76798 -1.98282 0.310 -1.868 -0.189 0.072
C -3.71442 0.33785 -4.84879 0.464 0.070 0.066 0.001
H -1.49968 -2.21854 -3.93617 0.171 -0.059 0.297 0.003
H -1.74047 2.54568 -0.91065 0.081 -0.143 0.169 0.006
C 1.75706 0.81432 0.59381 0.157 1.939 -0.580 0.097
C 0.70684 0.23149 8.27092 0.006 -0.097 -0.530 -0.019
C 0.70870 -1.67139 -2.09388 -0.633 -2.049 -0.323 -0.112
C 0.11647 2.78662 0.18174 0.216 1.037 0.223 -0.005
H -5.33083 2.40008 -3.40254 0.265 0.033 0.166 0.001
H -2.95193 -3.01063 -0.94575 0.131 0.038 0.180 0.002
H 2.25034 2.90630 -4.28066 0.122 0.047 -0.278 0.000
C -0.11954 -0.60878 9.02996 0.173 -0.314 -0.390 0.079
C 0.92804 -1.49854 6.58122 0.682 -0.677 0.597 0.106
H -1.49924 -0.50722 -3.49227 -0.085 -0.450 0.003 -0.002
H 2.96693 -2.11916 0.52215 -0.039 -0.023 -0.169 0.000
H -2.99734 -1.57336 0.07237 -0.014 -0.191 -0.006 0.008
H -5.09754 -1.45726 -3.10651 -0.095 0.223 0.127 0.000
C 0.05215 0.93281 2.46491 0.477 0.180 0.841 0.001
C 4.26874 -0.23669 -4.63860 -0.159 -0.182 0.240 0.000
H 1.66194 1.99336 -1.20034 -0.182 -0.495 -0.026 0.019
O 0.88554 -1.52777 4.23984 1.459 -1.204 0.599 0.048
H 2.47756 -1.36458 -3.22816 -0.588 -0.028 -0.169 0.004
C -1.65038 -1.52206 -3.09955 -0.132 -0.187 -0.487 -0.080
H -0.13784 2.01133 2.56409 -0.130 -0.506 -0.121 -0.002
C 1.22960 -0.21552 7.04705 -0.269 -0.028 0.812 0.039
C 1.51433 0.67833 2.06673 -0.291 -0.376 0.546 -0.026
H 1.07017 -1.89222 -4.20745 -0.096 -0.155 0.332 -0.002
H 3.36199 -1.51010 -1.09577 -0.056 -0.033 0.046 -0.003
W 0.01220 -0.21736 -0.65846 0.329 5.369 1.156 0.931
H 0.24766 3.67737 -0.44922 -0.040 -0.274 0.087 0.003
H 5.11097 0.27537 -5.12798 -0.299 -0.107 0.186 0.000
H -0.06801 0.51975 3.48316 -0.054 0.031 -0.529 -0.001
H 1.12166 -2.21291 2.06813 -0.147 -0.053 -0.225 0.004
C -0.92794 0.26756 1.53691 -0.968 0.547 -0.593 -0.085
H 4.36550 2.45396 -1.95667 0.231 -0.057 -0.084 0.000
H -2.38005 -3.09468 0.73470 0.000 0.115 -0.235 -0.001
H -2.68661 -1.60388 -2.74398 0.520 -0.043 -0.263 0.009
H -4.55286 2.46053 -1.78481 -0.032 0.080 -0.276 0.000
C -2.41034 -2.46793 -0.16367 -0.454 0.085 0.383 -0.044
H 2.17585 1.33344 2.66243 -0.082 0.032 -0.487 0.001
H -2.85112 0.87813 -5.25663 -0.224 -0.081 -0.139 0.000
C 4.76099 1.69279 -2.64014 -0.033 0.096 -0.090 0.000
P 3.34598 0.89842 -3.49800 1.205 0.894 -0.278 0.005
H 2.71252 0.41518 0.25433 -0.214 -0.154 -0.258 -0.015
C -1.60799 0.92666 0.48579 -0.042 -0.944 1.341 0.007
H 5.28729 0.93169 -2.05048 -0.039 0.211 -0.084 0.000
C -5.23600 -0.44992 -2.69003 0.202 -0.008 0.429 0.002
C 0.20036 -2.25450 0.09491 -0.045 -0.526 0.589 -0.038
C 1.47232 -1.99306 5.24046 -3.126 2.399 -1.029 -0.017
H 3.58728 -0.61872 -5.41173 0.195 0.071 0.176 0.000
H 3.02860 -3.22517 -0.85731 -0.251 0.209 0.068 0.000
H -0.55221 -0.25069 9.96907 0.284 -0.149 -0.348 0.003
H -1.41005 -0.61122 1.97034 0.174 -0.009 -0.478 0.008
Br 2.34179 0.88222 6.00698 0.137 0.248 0.091 0.013
H -5.36866 -0.53570 -1.60397 -0.197 -0.062 -0.231 0.000
C 0.14208 -2.35414 7.36184 -0.106 -0.122 0.552 0.049
H -0.99893 -2.59228 9.17711 0.175 0.277 -0.205 0.000
H 2.35940 1.68094 -5.57297 0.080 0.188 0.128 0.000
H 0.56064 -3.78287 1.54007 -0.107 0.041 -0.100 0.001
H 0.35708 3.12927 1.19780 0.030 -0.154 -0.463 0.002
C 2.73308 -2.21345 -0.54331 0.426 0.219 0.259 -0.034
C 1.28386 -1.98337 -0.80915 -0.004 -0.958 -0.692 0.100
P -3.72206 0.56088 -3.01206 -1.102 0.737 -0.186 0.006
H -1.94925 3.03296 0.75193 0.116 -0.400 -0.165 -0.010
H 1.13825 -0.24114 -3.59399 0.176 -0.448 -0.070 -0.009
C -1.03611 -2.13113 -0.63012 -0.184 -0.813 -1.157 0.066
H -4.63522 0.70921 -5.32154 0.255 -0.107 0.227 0.001
H -0.58611 -2.55395 2.08138 0.066 -0.073 -0.126 -0.004
C 0.32814 -2.71308 1.50852 0.267 -0.250 0.227 0.011
H -3.63165 2.96164 -3.22944 -0.261 -0.060 0.104 0.000
C 1.12964 1.76139 -0.26807 1.114 -0.878 1.467 0.084
H -3.59307 -0.72878 -5.08981 -0.059 0.312 0.035 -0.001
C -0.38502 -1.91316 8.58240 0.017 0.047 -0.458 -0.025
C -4.38909 2.26032 -2.85296 -0.058 0.037 -0.017 0.004
C -1.35181 2.36242 0.10331 -0.208 0.328 -0.410 0.029
H 0.94359 1.23470 8.62023 -0.069 -0.221 -0.117 0.002
C 2.90589 2.16834 -4.75653 -0.173 0.083 0.304 0.000
H 1.78505 -0.32826 2.42127 -0.043 0.277 -0.294 0.009
H 5.45774 2.15706 -3.35063 -0.090 -0.081 0.257 0.000
H -6.13137 0.00572 -3.13292 0.241 -0.133 0.068 0.000
C 1.39176 -1.28563 -3.35068 -0.065 -0.139 -0.358 0.016
```
Forces are in eV/Å.

[2]
# C31H49N2O2P2Ti

A structure of composition C31H49N2O2P2Ti in a non-equilibrium geometry (wB97M-V/def2-TZVPD, the Open Molecules 2025 dataset).

Properties
HOMO-LUMO gap (spin up / spin down): 5.265 / 5.164 eV
Expectation value of S²: 2.019
Spin multiplicity: 3
Relative energy (zero: lowest compared OMol25 entry of this formula, charge and spin): 0.0 kcal per mole
Charge: +1
E_LUMO (spin up / spin down): -3.52 / -3.65 eV

The geometry in XYZ format:
```
87
Properties=species:S:1:pos:R:3:forces:R:3:mulliken_spin:R:1
H 0.83469 0.54760 -3.58980 -0.141 0.237 -0.129 0.006
C 0.46811 -2.94201 2.15067 -0.368 0.030 -0.024 -0.001
H -1.28327 -0.72420 -2.86514 -0.057 0.185 -0.016 -0.002
H -3.51732 -0.51258 4.50317 0.182 0.065 -0.283 0.000
C 2.46884 -1.52079 -2.69674 0.387 0.443 0.265 -0.005
H 2.48394 -2.07431 2.26244 -0.171 -0.089 -0.237 0.002
H -0.62446 -1.07991 5.30640 -0.131 -0.136 -0.007 0.000
H -2.24574 -0.10338 -4.21317 0.122 0.041 0.358 0.003
C -0.29364 -3.91081 1.23528 0.155 -0.416 -0.035 0.011
C -2.79345 -0.36642 3.68510 -0.140 -0.040 0.018 0.010
H 3.34678 -4.69928 -4.74418 -0.199 0.391 0.230 0.000
H -0.86803 -2.83668 5.13975 -0.137 0.364 -0.057 0.000
C -2.31311 4.41312 -1.37509 -0.178 0.467 -0.035 0.000
H -2.30677 -3.78926 3.36122 -0.073 0.285 -0.044 0.000
C -1.89492 0.12259 -3.19070 0.082 0.094 0.231 0.089
N 0.03926 -1.60304 -1.01614 1.798 -4.367 -3.075 -0.155
H -2.20845 0.52814 3.93871 -0.133 -0.169 -0.112 0.001
C 1.43246 0.69127 2.10591 0.835 0.283 0.671 -0.025
C -1.91770 -1.63103 3.60791 0.038 0.002 -0.190 -0.004
H -2.17701 -1.82812 5.72723 0.209 0.082 -0.180 0.000
H 4.31586 -0.69516 -3.41437 -0.149 -0.293 -0.058 0.001
C -0.82938 4.04018 -1.28693 -0.736 -0.553 -0.546 0.006
C -0.33885 4.47734 0.10454 0.196 0.007 0.127 0.007
H 1.24142 -0.80072 3.62804 -0.171 0.341 0.038 -0.002
H 1.55583 -4.35154 3.35277 -0.241 0.202 -0.009 -0.001
H 4.96462 -2.81270 -4.57405 -0.170 -0.073 -0.077 0.000
H -1.64829 3.43762 -4.08094 -0.061 -0.235 0.074 0.000
H -2.46516 5.39805 -0.90802 -0.060 -0.223 -0.160 0.001
C 0.56372 -0.19386 3.00888 0.526 0.436 0.580 0.068
C 3.05909 2.24057 0.52697 0.987 0.064 0.911 0.005
Ti -0.76723 -0.00759 0.15821 1.388 1.787 -0.508 1.549
O -1.77208 1.80153 1.38673 -0.438 0.246 0.828 0.034
H -2.94251 3.69491 -0.83649 0.018 0.067 -0.043 0.000
C 3.47091 1.93419 1.80814 -0.386 0.091 -1.064 0.001
H -0.51568 -3.46649 0.26220 -0.059 -0.173 0.351 0.004
H -2.67590 4.48854 -2.40328 0.039 -0.086 0.254 0.000
P -0.52226 2.13837 -1.47705 0.114 0.190 0.178 0.127
H -2.41763 2.05576 -4.87699 0.129 0.084 0.204 -0.001
C 0.53376 -2.47686 -1.71310 -1.709 5.745 2.527 0.112
H -2.78205 0.18497 -2.54623 0.175 0.028 -0.102 -0.016
H 0.34418 -4.78968 1.05648 -0.210 0.091 0.049 0.000
P -0.60905 -1.37147 2.24219 0.858 -0.721 1.382 -0.103
C -1.12086 1.45339 -3.25957 0.623 0.765 0.463 -0.035
C 1.63103 -2.64119 -2.64090 -0.037 -0.683 -0.715 0.053
H -3.18637 -2.74812 2.20234 0.060 -0.095 0.221 -0.002
C -2.49211 -0.89853 0.19758 -5.841 -2.261 -0.878 0.045
C -2.08892 2.45166 -3.90278 0.001 0.056 -0.234 0.002
C 1.76491 1.88123 0.07572 -1.062 -0.030 -1.500 0.036
H 0.74970 4.44666 0.19358 -0.232 -0.069 -0.030 -0.001
H 4.43126 2.24164 2.19659 0.083 0.117 -0.164 0.000
H -3.68449 -2.82895 3.89977 0.209 0.006 -0.167 0.000
H -3.36391 -0.19476 2.76435 0.184 0.037 0.155 -0.001
H -0.13704 0.79485 -5.05651 0.124 0.069 0.153 0.000
C 1.87290 -3.74970 -3.47514 0.117 0.375 0.408 0.014
C 1.22205 2.44090 -1.12340 1.127 -2.865 -0.026 0.028
C 2.62621 1.17950 2.62695 -1.048 -0.776 0.633 0.009
H -1.45036 2.15035 2.24255 -0.055 -0.312 -0.621 0.005
H 1.12446 -2.90566 4.26285 -0.153 -0.209 -0.204 0.000
H -0.65220 5.51413 0.29031 -0.017 -0.192 -0.142 0.001
H 1.07856 -4.47770 -3.61012 0.401 -0.246 0.212 -0.001
O -3.55564 -1.41403 0.18220 3.585 1.567 0.293 0.192
N 1.01474 0.99721 0.85903 -0.155 -0.123 0.075 -0.147
H -2.99166 2.56625 -3.28859 0.220 -0.004 -0.163 -0.001
H 0.67239 2.17857 -4.30655 -0.085 -0.182 0.146 0.000
H 0.74768 4.03941 -2.87667 -0.352 0.232 0.219 0.000
C 0.14396 1.24162 -4.08945 -0.102 -0.065 -0.429 -0.003
H 1.77854 -2.02828 0.62550 0.085 0.046 0.145 -0.002
H 2.87631 0.94830 3.66550 0.043 0.055 -0.416 0.001
C -1.33862 -1.85865 5.01416 -0.011 -0.084 0.176 -0.001
C 1.84357 -2.60913 1.54671 0.050 0.025 -0.044 0.036
H 0.59196 5.54398 -1.99917 -0.203 -0.118 -0.104 0.000
H -0.76566 3.84833 0.89465 0.119 0.207 -0.181 0.000
H 1.95670 2.72516 -1.90002 -0.536 0.231 0.696 0.002
C 3.99618 -2.74615 -4.08990 -0.268 0.218 0.404 0.001
H 2.34176 -3.56266 1.30463 -0.129 0.287 0.087 0.001
C 3.66059 -1.56617 -3.41003 -0.233 -0.432 -0.087 0.001
H -0.10580 -4.17091 3.90686 0.221 0.266 -0.137 0.000
H -0.62122 5.09862 -3.21157 0.057 -0.024 0.241 0.000
C 0.00953 4.70457 -2.40540 0.125 0.472 -0.167 0.002
C 3.09321 -3.81711 -4.14669 -0.087 0.048 -0.225 0.000
C 0.75168 -3.61278 3.50788 0.147 -0.245 -0.037 0.000
H 2.15813 -0.61019 -2.17349 0.324 -0.352 -0.007 0.043
H -1.23224 -4.25596 1.68598 0.300 0.061 -0.161 0.001
C -2.81104 -2.82441 3.22924 -0.221 -0.013 0.101 -0.002
H 3.71374 2.79889 -0.13638 -0.206 0.021 0.084 0.000
H -0.00055 0.44809 3.70952 0.186 -0.163 -0.251 0.005
H -2.64662 2.22086 1.26735 0.523 -0.395 -0.107 -0.002
```
Forces are in eV/Å.

[3]
# C31H49NO2P2S2Yb

A structure of composition C31H49NO2P2S2Yb in a non-equilibrium geometry (wB97M-V/def2-TZVPD, the Open Molecules 2025 dataset).

Properties
HOMO-LUMO gap (spin up / spin down): 7.540 / 7.010 eV
Expectation value of S²: 0.751
Spin multiplicity: 2
Charge: +1
E_LUMO (spin up / spin down): -3.01 / -3.54 eV

The geometry in XYZ format:
```
88
Properties=species:S:1:pos:R:3:forces:R:3:mulliken_spin:R:1
H -3.71218 2.38698 0.89930 -0.569 0.246 -0.703 0.000
O -1.45410 6.21236 1.87236 0.450 -0.402 -0.544 0.000
H -1.84958 -4.97581 2.24256 -0.165 0.042 -0.400 0.000
C -0.43709 -5.09916 -0.80895 -0.374 -0.057 0.100 -0.001
P -1.95252 1.02056 1.30550 1.641 -1.139 -0.266 0.003
H 3.12242 1.76346 2.26046 -0.115 -0.071 0.131 0.000
C -1.05643 -4.67120 -1.91462 -0.272 -0.135 0.158 0.000
C 1.50084 -1.92266 1.24854 0.892 0.299 -0.041 -0.012
C 1.17369 -1.22253 -3.52820 -1.044 -0.297 -0.044 -0.001
H 1.71174 -4.05814 1.09298 0.078 0.048 0.173 0.000
Yb 0.00228 -0.57803 0.06411 -3.037 1.539 -1.803 1.008
C -1.21065 -5.77425 0.31456 0.256 -0.187 -0.138 0.000
H -2.60965 2.39338 -0.56070 -0.345 -0.109 0.379 0.000
H 2.97901 1.83045 -0.61242 -0.051 -0.214 0.060 0.000
C -2.56464 -4.80408 -2.08372 0.310 -0.207 -0.336 0.000
H -3.54468 -0.62575 2.06376 -0.017 0.288 0.489 0.000
H -2.57916 0.08231 -2.74524 0.400 -0.283 -0.412 0.000
N -0.94438 4.59638 0.00723 1.278 -0.643 -0.691 0.000
H -3.17489 -5.25937 1.11529 0.453 0.384 0.009 0.000
H -1.86067 -6.54226 -0.13853 0.379 0.148 0.203 0.000
H -1.73404 0.16816 -4.34970 -0.852 -0.495 -0.172 0.000
H 0.30562 1.05127 -4.48813 0.118 0.780 -0.065 0.000
C 3.64378 5.90417 0.14400 -0.357 0.238 0.159 0.000
C -3.44859 -3.83380 -1.22853 -0.252 0.422 -0.185 0.000
H 2.35706 -3.24106 2.56280 -0.188 -0.505 -0.135 0.000
H 1.26546 1.64384 -3.03119 -0.627 0.005 -0.438 0.000
H 0.20085 0.08454 3.78650 0.073 0.043 -0.153 0.000
H 0.61624 -3.52975 2.38286 0.160 -0.033 -0.069 0.000
C 2.75870 4.86646 -0.13654 -0.501 0.106 -0.174 0.000
H 3.09443 3.89402 -0.49925 -0.007 0.336 0.106 0.000
C 2.04750 1.66178 2.07588 -0.109 0.530 -0.085 0.000
H 3.06313 0.52988 -1.78150 -0.061 -0.071 0.055 0.000
H 4.24613 0.60652 -0.48867 0.078 -0.023 -0.042 0.000
H 4.71871 5.74378 0.00744 -0.451 0.202 0.134 0.000
C -3.15330 1.78371 0.17857 0.385 -0.287 0.569 0.000
H -2.86464 -5.83512 -1.82350 0.169 0.373 -0.243 0.000
S -0.97258 6.13001 0.51185 0.231 2.011 0.268 0.000
C 3.19084 0.76769 -0.72345 0.435 0.365 -0.100 -0.002
S 0.37741 2.51734 -0.66481 0.704 -0.527 -0.644 -0.001
H -1.51081 -2.76938 1.51382 -0.157 0.254 -0.113 0.001
C 2.36343 -0.06741 0.18555 0.088 -0.298 0.835 -0.010
C 3.13196 7.14062 0.58688 -0.198 -0.425 -0.136 0.000
H -4.02486 -3.20075 -1.92494 0.134 -0.256 0.337 0.000
C 3.04619 -2.29047 -0.83891 0.195 -0.377 -0.284 -0.003
C 0.84741 6.29608 0.45849 1.073 0.240 -0.117 -0.001
H -3.74294 0.97422 -0.28319 -0.019 0.534 0.178 0.000
C -2.10467 -3.38623 0.83531 -0.260 -0.126 -0.780 -0.001
C 2.21340 -1.47405 0.07896 0.358 0.116 1.273 0.012
C 0.64302 -0.84865 3.44007 0.023 -0.115 0.473 -0.001
P -0.18471 -0.28368 -2.73120 0.688 0.984 1.739 -0.001
H 1.50970 1.76067 3.01630 0.155 0.024 0.062 0.000
O -1.59481 7.02765 -0.44016 0.662 -0.918 0.447 0.000
H 2.02085 -0.51909 -3.56611 -0.323 -0.465 -0.158 0.000
H 1.43880 -2.15397 -2.99677 -0.237 0.438 -0.576 0.000
H -2.15064 2.89823 2.58364 0.342 0.412 0.641 0.000
H 0.70917 -1.37746 -4.50518 0.898 -0.480 -0.373 0.000
H 2.62645 -3.26125 -1.11204 -0.036 0.043 0.108 0.000
H -3.45008 0.96030 3.01394 -0.464 -0.726 0.528 0.000
C 0.27978 1.34182 -3.42875 -0.205 -0.493 0.273 0.000
H 1.75546 2.49295 1.42921 0.075 -0.110 0.146 0.000
H 3.28994 -1.76061 -1.76052 -0.029 -0.016 0.096 0.000
H 3.99280 -2.46326 -0.31696 0.021 -0.176 -0.155 0.000
H 1.45996 -1.08296 4.12375 -0.028 -0.045 0.235 0.000
C 1.79141 0.34645 1.43587 0.637 -0.411 0.100 0.011
C 1.21709 -0.79060 2.07003 1.177 0.331 -0.350 -0.005
H -0.10836 -1.62900 3.57406 0.023 -0.048 -0.122 0.000
H -2.21470 -0.36841 3.27777 -0.475 0.303 -0.222 0.000
H -0.66469 1.94627 3.15021 -0.516 0.255 -0.135 0.000
H -0.51623 -4.24933 -2.76621 0.086 -0.064 0.352 0.000
H -4.19091 -4.44347 -0.67660 0.406 0.457 -0.136 0.000
H 0.64180 -5.01683 -0.66818 -0.211 0.033 -0.291 0.000
H -2.11171 -1.48464 -3.56372 -0.292 0.512 -0.288 0.000
C 0.29935 4.16549 -0.25920 -3.467 -0.756 0.908 0.001
H -2.80265 -4.65344 -3.15118 0.007 -0.162 0.483 0.000
C 1.53194 -3.27791 1.83546 -0.111 -0.626 0.200 0.001
C 1.38379 5.09251 -0.00059 0.487 0.444 0.105 0.000
H -0.50027 -6.29593 0.98048 -0.354 0.215 -0.331 0.000
H 1.37060 8.29531 1.08599 0.017 -0.118 -0.013 0.000
H -2.57367 -1.88852 -0.64131 -0.097 0.110 0.372 0.000
H -0.50192 2.07219 -3.15807 0.565 -0.190 -0.467 0.000
C -2.14428 -4.86002 1.18572 -0.052 0.070 0.546 0.000
C -2.91018 0.11666 2.57110 0.111 0.468 -0.616 0.000
C -1.24209 2.35899 2.31176 -0.210 -0.060 -0.619 0.000
C -1.87171 -0.41871 -3.43424 0.863 -0.378 0.005 0.000
H 3.85600 7.94441 0.79955 -0.689 -0.350 -0.068 0.000
H -0.60859 3.00639 1.69307 -0.365 -0.252 0.370 0.000
C 1.73506 7.33075 0.74590 0.360 0.213 0.056 0.000
C -2.68197 -2.91797 -0.28775 0.251 -0.734 0.380 -0.001
```
Forces are in eV/Å.